(1)
Density functional theory data (ωB97M-V/def2-TZVPD) for a structure of composition C23H38Cl2N3O4Rh at a distorted geometry.

Element x y z (Å)
O (-0.7923, -1.1557, -1.2587)
C (-0.6885, -1.5161, -2.5583)
C (-0.2470, -2.9973, -2.6248)
C (0.3690, -3.5899, -1.5437)
H (0.5027, -3.0202, -0.6234)
C (0.8249, -4.9149, -1.6380)
H (1.3177, -5.3636, -0.7776)
C (0.6357, -5.6377, -2.8099)
H (0.9819, -6.6690, -2.8850)
C (-0.0094, -5.0335, -3.9018)
H (-0.1709, -5.5943, -4.8219)
C (-0.4480, -3.7166, -3.8128)
H (-0.9437, -3.2299, -4.6577)
H (-1.7040, -1.4795, -3.0283)
C (-0.5086, 0.7391, -3.6582)
C (0.1592, -0.5764, -3.3903)
H (-0.0590, 1.2454, -4.5063)
H (-0.3984, 1.4114, -2.7832)
H (-1.5591, 0.5698, -3.7828)
C (1.4762, -0.9300, -3.7154)
C (2.4762, -0.0190, -4.3898)
H (1.8304, -1.9204, -3.3999)
H (2.7966, -0.4789, -5.3167)
H (3.3626, 0.1067, -3.7492)
H (2.0501, 0.9655, -4.5916)
Rh (0.3371, 0.2634, -0.3655)
Cl (1.8723, -1.2208, 0.4996)
Cl (1.6966, 0.9369, -1.9475)
C (2.3141, 2.0512, 0.7167)
O (1.0709, 1.7979, 0.8258)
N (2.8767, 2.9468, 1.5022)
C (2.1083, 3.9820, 2.1794)
C (4.3245, 2.9549, 1.6775)
H (2.9485, 1.5197, -0.0156)
H (1.0437, 3.7973, 2.0171)
H (2.3859, 4.9778, 1.7892)
H (2.3438, 3.9592, 3.2550)
H (4.7384, 2.0321, 1.2400)
H (4.5656, 2.9873, 2.7494)
H (4.7774, 3.8254, 1.1831)
H (-3.1054, 4.4302, -0.8901)
H (-5.2154, 2.7520, -0.4289)
C (-2.9088, 3.6856, -1.6763)
C (-4.7192, 2.0627, -1.1278)
N (-3.2944, 2.3581, -1.2093)
H (-1.8486, 3.6801, -1.9342)
C (-2.3872, 1.4206, -0.9217)
O (-1.1548, 1.7200, -0.8936)
H (-4.8407, 1.0258, -0.7710)
H (-2.7791, 0.3918, -0.7512)
H (-3.5096, 3.9418, -2.5628)
H (-5.1856, 2.1663, -2.1190)
O (-0.8712, -0.2974, 1.1935)
C (-0.6520, -0.2163, 2.4282)
C (-1.8957, -0.6010, 3.2451)
C (-1.6607, -1.7765, 4.1727)
C (-0.8511, -1.4345, 5.4268)
C (0.5931, -0.9957, 5.2078)
C (0.7361, 0.3129, 4.4167)
N (0.4852, 0.1284, 2.9856)
H (-2.2065, 0.2885, 3.7911)
H (-2.6759, -0.8497, 2.5319)
H (-2.6339, -2.1009, 4.5100)
H (-1.2067, -2.6093, 3.6245)
H (-1.3707, -0.6432, 5.9667)
H (-0.8306, -2.3103, 6.0599)
H (1.0286, -0.8135, 6.1777)
H (1.1795, -1.7747, 4.7148)
H (0.0615, 1.0892, 4.8067)
H (1.7519, 0.6656, 4.5363)
H (1.3101, 0.2974, 2.4088)

Atoms 1-6, force components in eV/Å:
-0.34 1.05 1.23
-0.23 -1.55 -1.55
-0.31 0.68 -0.85
0.23 -0.52 0.31
-0.02 -0.19 -0.35
-0.22 0.26 -0.06

Calculated values
Total energy in Ha: -2395.24002
Highest occupied orbital energy (alpha / beta) in eV: -6.08 / -6.81
ΔE to the lowest compared entry with this formula, charge and spin in kJ/mol: 0.0
Expectation value of S²: 6.013
LUMO level (alpha / beta) in eV: 0.33 / -0.68
Total charge: 0
Multiplicity: 5


(2)
Density functional theory data (ωB97M-V/def2-TZVPD) for a structure of composition C24H26BF6IrN8O7S3.

Element x y z (Å)
Ir (0.5468, -0.7276, -0.3313)
C (3.3842, -1.5758, -2.6200)
C (2.5635, -0.3370, -2.7525)
C (2.7362, 0.6371, -3.7373)
C (1.8032, 1.6202, -3.4774)
C (1.5567, 2.9039, -4.1949)
N (1.1109, 1.2455, -2.3899)
N (1.5700, 0.0365, -1.9430)
B (-0.0040, 2.0038, -1.6369)
N (-1.2801, 1.1344, -1.6254)
N (-1.1927, -0.1236, -1.1263)
C (-2.3761, -0.7182, -1.2510)
C (-2.7163, -2.0747, -0.7353)
C (-3.2472, 0.1828, -1.8734)
C (-2.5216, 1.3377, -2.0999)
C (-2.9377, 2.6241, -2.7269)
N (0.4524, 2.1855, -0.1676)
N (0.7786, 1.0786, 0.5546)
C (1.3010, 1.4728, 1.7175)
C (1.8034, 0.5691, 2.7913)
C (1.2813, 2.8695, 1.7522)
C (0.7428, 3.2830, 0.5490)
C (0.4974, 4.6600, 0.0344)
H (4.2846, -1.4581, -3.2198)
H (2.8549, -2.4546, -2.9921)
H (3.6959, -1.7499, -1.5952)
H (3.4676, 0.6247, -4.5266)
H (2.2315, 2.9771, -5.0451)
H (1.7291, 3.7620, -3.5451)
H (0.5329, 2.9656, -4.5638)
H (-0.2211, 3.0561, -2.1499)
H (-1.8807, -2.5506, -0.2311)
H (-3.0586, -2.7118, -1.5515)
H (-3.5321, -1.9824, -0.0173)
H (-4.2824, 0.0079, -2.1112)
H (-4.0034, 2.5961, -2.9432)
H (-2.4034, 2.8020, -3.6607)
H (-2.7411, 3.4684, -2.0662)
H (2.0095, -0.4313, 2.4227)
H (1.0898, 0.4903, 3.6130)
H (2.7229, 0.9845, 3.2012)
H (1.6158, 3.4906, 2.5653)
H (0.7497, 5.3855, 0.8047)
H (-0.5477, 4.8012, -0.2415)
H (1.1061, 4.8685, -0.8461)
F (-0.7862, -5.5281, -1.8495)
C (0.0168, -5.2165, -0.8374)
F (0.7277, -6.2817, -0.4969)
F (-0.7211, -4.8305, 0.1919)
S (1.1540, -3.8542, -1.3919)
O (0.3304, -2.6601, -1.1823)
O (1.4743, -4.1751, -2.7406)
N (2.3822, -3.9598, -0.4362)
S (2.8883, -2.9264, 0.6345)
O (4.3007, -2.9517, 0.7830)
O (2.3495, -1.5767, 0.4398)
C (2.2275, -3.6438, 2.2137)
F (2.4132, -2.7847, 3.2045)
F (0.9537, -3.9404, 2.0877)
F (2.9183, -4.7530, 2.4510)
O (-2.3816, -2.0776, 5.3444)
S (-1.3725, -1.2314, 4.7828)
O (-0.3237, -0.7423, 5.6349)
N (-0.7106, -1.9051, 3.4445)
C (-0.9242, -1.1825, 2.3869)
O (-0.5038, -1.5422, 1.2306)
C (-1.7778, 0.0450, 2.6085)
C (-2.2258, 1.0068, 1.7171)
C (-2.9948, 2.0564, 2.2059)
C (-3.3170, 2.1425, 3.5560)
C (-2.8771, 1.1751, 4.4519)
C (-2.1142, 0.1451, 3.9457)
H (-1.9800, 0.9534, 0.6696)
H (-3.3515, 2.8188, 1.5246)
H (-3.9219, 2.9665, 3.9114)
H (-3.1257, 1.2245, 5.5034)

Atoms 1-6, force components in eV/Å:
0.01 -0.18 0.20
-0.08 0.01 -0.07
0.17 -0.12 0.04
-0.06 0.12 0.00
0.06 -0.03 0.04
0.00 -0.01 -0.03

Calculated values
Total energy in Ha: -3817.99022
Highest occupied orbital energy in eV: -9.14
ΔE to the lowest compared entry with this formula, charge and spin in kJ/mol: 27.0
LUMO level in eV: 0.05
Total charge: 0


(3)
Density functional theory data (ωB97M-V/def2-TZVPD) for the molecule C3H5N3 at a distorted geometry.

Element x y z (Å)
C (-0.5809, 0.5736, -0.7855)
C (-0.5767, 1.4583, 0.2319)
C (0.5123, -0.2250, 0.9482)
H (1.2622, -1.8673, -1.2277)
H (-0.1041, -2.4687, -0.5760)
H (-1.0442, 0.5869, -1.7664)
H (-1.0570, 2.4343, 0.2994)
H (1.1331, -0.8966, 1.5607)
N (0.2824, -1.6817, -1.0793)
N (0.1366, -0.5075, -0.3487)
N (0.1069, 0.9563, 1.3341)

Atoms 1-6, force components in eV/Å:
-0.27 -0.18 -0.79
-0.22 0.84 1.05
0.51 -0.36 0.16
0.22 0.05 -0.10
-0.18 0.06 0.12
0.22 -0.03 0.29

Calculated values
Total energy in Ha: -281.54626
Highest occupied orbital energy in eV: -8.92
ΔE to the lowest compared entry with this formula, charge and spin in kJ/mol: 115.0
LUMO level in eV: 0.87
Total charge: 0
SMILES: Nn1ccnc1